[1]
Below is a molecular structure, C43H35Cl2N4O6P2TeTi, with properties calculated with ωB97M-V/def2-TZVPD.

```
! RIJCOSX wB97M-V def2-TZVPD def2/J DEFGRID3
* xyz -1 3
Ti 0.62 0.07 -2.12
Te 0.76 1.96 2.99
C 0.42 0.23 4.15
C 0.08 0.36 5.49
C -0.08 -0.79 6.26
N 0.07 -2.02 5.79
C 0.39 -2.13 4.50
C 0.57 -1.06 3.65
C 0.62 1.18 1.09
P 1.93 0.53 0.14
C 2.77 -0.82 1.05
C 3.55 -0.56 2.17
C 4.03 -1.61 2.94
C 3.74 -2.92 2.59
C 2.99 -3.18 1.45
C 2.51 -2.13 0.68
C 3.31 1.72 -0.04
C 4.56 1.28 -0.49
C 5.56 2.18 -0.79
C 5.34 3.55 -0.63
C 4.11 4.00 -0.18
C 3.10 3.09 0.11
P -0.58 1.61 -0.10
C -1.16 3.33 0.16
C -0.53 4.35 -0.56
C -0.89 5.67 -0.36
C -1.88 5.99 0.55
C -2.52 4.98 1.27
C -2.15 3.65 1.07
C -2.13 0.66 0.16
C -3.20 0.87 -0.71
C -4.31 0.04 -0.67
C -4.36 -1.01 0.23
C -3.31 -1.22 1.11
C -2.19 -0.39 1.07
H -0.07 1.33 5.95
H -0.35 -0.70 7.31
H 0.53 -3.14 4.13
H 0.84 -1.22 2.61
H 3.76 0.46 2.46
H 4.62 -1.40 3.82
H 4.11 -3.74 3.19
H 2.77 -4.21 1.16
H 1.95 -2.34 -0.23
H 4.73 0.21 -0.63
H 6.52 1.82 -1.14
H 6.13 4.25 -0.86
H 3.94 5.06 -0.05
H 2.13 3.43 0.46
H 0.26 4.10 -1.26
H -0.39 6.46 -0.91
H -2.17 7.02 0.71
H -3.29 5.23 1.98
H -2.64 2.87 1.63
H -3.16 1.69 -1.42
H -5.13 0.21 -1.36
H -5.22 -1.67 0.25
H -3.34 -2.05 1.81
H -1.36 -0.57 1.74
O -3.98 -0.45 -5.74
C -3.61 0.82 -5.76
O -4.11 1.63 -6.50
C -2.52 1.20 -4.83
C -2.01 2.48 -4.71
N -1.04 2.43 -3.79
N -0.90 1.21 -3.27
C -1.78 0.45 -3.89
C -1.81 -0.99 -3.47
O -2.60 -1.76 -4.01
O -0.95 -1.28 -2.59
H -3.45 -1.00 -5.09
H -2.28 3.38 -5.23
H -0.48 3.19 -3.42
N -0.60 -3.46 -0.65
C -1.32 -4.12 0.35
C -2.32 -5.04 0.04
C -3.00 -5.70 1.05
C -2.70 -5.46 2.39
C -1.70 -4.55 2.70
C -1.01 -3.89 1.69
H -0.35 -2.52 -0.37
H -1.06 -3.40 -1.55
H -2.57 -5.23 -1.00
H -3.78 -6.41 0.79
H -3.24 -5.97 3.18
H -1.46 -4.34 3.74
H -0.23 -3.18 1.94
Cl 1.43 -0.42 -5.36
C 2.85 0.01 -4.38
Cl 2.51 1.54 -3.49
C 3.13 -1.07 -3.30
O 4.24 -1.58 -3.32
O 2.16 -1.25 -2.50
H 3.70 0.18 -5.02
*
```

As for the calculated total energy: -137441.5862 eV. The HOMO energy (spin up / spin down) is -4.4 / -5.4 eV. As for the LUMO energy (spin up / spin down): 1.9238 / 1.9132 eV. The expectation value of S² is 2.00. Its HOMO-LUMO gap (spin up / spin down) is 6.316 / 7.283 eV.

=====

[2]
Below is a gas-phase ion, C3H6NO2 (charge -1), with properties calculated with ωB97M-V/def2-TZVPD.

```
! RIJCOSX wB97M-V def2-TZVPD def2/J DEFGRID3
* xyz -1 1
O -2.59 0.29 1.29
C -1.44 0.12 0.88
C -0.62 0.97 -0.11
N 0.24 -0.05 -0.93
C 1.31 -1.00 -0.27
O 2.18 -0.48 0.61
H -0.65 -0.46 1.45
H -1.40 1.37 -0.80
H -0.06 1.95 0.29
H 0.80 0.50 -1.69
H 0.58 -1.60 0.31
H 1.65 -1.61 -1.03
*
```

As for the calculated total energy: -8791.2645 eV. The HOMO energy is -2.6 eV. As for the LUMO energy: 4.0810 eV. As for the SMILES: O=CCNC[O-]. Its HOMO-LUMO gap is 6.717 eV.

=====

Question: Look up the calculated total energy of the second one.
Answer: -8791.2645 eV